12
Properties=species:S:1:pos:R:3:forces:R:3 method="wB97M-V/def2-TZVPD" total_energy_ha=-265.33312 multiplicity=1 orbital_gap_ev=8.81 lumo_energy_ev=0.563
N -0.375011 1.177677 1.019025 -1.380 -0.896 -1.064
C -0.844517 0.165058 -0.569343 -0.598 0.595 0.823
C 0.321537 0.937786 -0.221142 0.505 -0.191 -0.556
C 1.051590 -0.448199 -0.083989 0.580 -0.342 -0.251
N 0.483661 -1.197192 0.982822 0.080 -0.124 0.272
C -0.275646 -1.180043 -0.245844 0.205 -0.081 -0.139
H -1.067386 1.916848 1.005600 0.182 0.385 -0.539
H -1.545198 0.288496 -1.406693 -0.278 0.590 0.995
H 0.763735 1.729223 -0.817853 0.062 0.029 0.108
H 1.959299 -0.716111 -0.598413 0.323 -0.016 0.325
H 0.058325 -0.510520 1.626137 0.108 -0.341 -0.018
H -0.581244 -2.123194 -0.698969 0.210 0.391 0.045

---

18
Properties=species:S:1:pos:R:3:forces:R:3 method="wB97M-V/def2-TZVPD" total_energy_ha=-418.41107 multiplicity=1 orbital_gap_ev=9.73 smiles="NCC[C@@H](N)C(=O)O" lumo_energy_ev=0.633
N 1.900925 1.531386 1.628735 0.041 0.281 0.243
C 1.867471 0.886465 0.330720 -0.269 -0.036 -0.190
C 0.543931 1.002926 -0.410408 0.168 -0.754 -0.232
C -0.618189 0.192590 0.222293 0.046 1.016 -0.179
N -1.944033 0.750051 -0.063271 -0.088 -0.153 -0.299
C -0.580853 -1.225469 -0.277870 0.034 -0.714 0.754
O -0.353238 -2.189403 0.406803 0.101 0.156 -0.403
O -0.844918 -1.278116 -1.591690 -0.094 0.432 -0.670
H 1.166579 2.218989 1.751967 0.128 -0.139 -0.043
H 1.920128 0.920836 2.429469 -0.085 -0.151 -0.116
H 2.633427 1.304281 -0.321309 0.183 0.140 -0.007
H 2.091150 -0.177572 0.389059 0.176 -0.116 0.387
H 0.269083 2.046334 -0.567786 -0.148 0.070 0.183
H 0.737527 0.571305 -1.394348 -0.171 0.287 -0.239
H -0.487211 0.166090 1.301242 0.007 -0.148 0.080
H -2.199826 0.539435 -1.029273 0.077 0.233 0.296
H -1.905664 1.759654 0.037048 -0.112 -0.132 -0.047
H -0.745782 -2.151536 -1.988401 0.006 -0.274 0.484